{"formula": "C2H2N2O2S", "method": "ωB97M-V/def2-TZVPD", "elements": ["C", "C", "N", "N", "O", "O", "S", "H", "H"], "coordinates": [[-0.24455, -0.95636, 1.22105], [0.61798, 0.04847, 0.62031], [-0.95463, -1.64912, 1.79402], [0.26065, -0.35459, -1.77265], [-1.29160, 1.49152, -0.91980], [1.08317, -0.35831, -0.71403], [-1.00141, 0.55842, -1.96996], [0.02168, 1.09256, 0.45695], [1.50870, 0.12741, 1.28411]], "nbo_charge": [0.225, -0.230, -0.270, -0.385, -0.907, -0.327, 1.353, 0.289, 0.251], "e_homo_ev": -10.41, "spin_multiplicity": 1, "lumo_energy_ha": -0.0314, "charge": 0}

---

{"formula": "C2H2N2O2S", "method": "ωB97M-V/def2-TZVPD", "elements": ["C", "C", "N", "N", "O", "O", "S", "H", "H"], "coordinates": [[-0.68941, -0.78527, 1.38641], [-1.04817, -0.45948, 0.09941], [-0.18574, -0.96780, 2.37293], [0.98799, 1.59942, -0.51090], [0.80259, 2.72082, -0.27538], [1.45411, 0.92855, -1.36257], [-0.33303, -1.31276, -1.22543], [-1.46234, 0.46552, -0.05289], [0.47399, -2.18899, -0.43159]], "nbo_charge": [0.189, -0.461, -0.285, 0.524, -0.255, -0.275, 0.163, 0.233, 0.167], "e_homo_ev": [-10.24, -8.49], "spin_multiplicity": 1, "lumo_energy_ha": [-0.0476, -0.0511], "charge": 0}

---

{"formula": "C2H2N2O2Si", "method": "ωB97M-V/def2-TZVPD", "elements": ["C", "C", "N", "N", "O", "O", "Si", "H", "H"], "coordinates": [[-1.60561, -0.40205, -0.18944], [0.79016, -0.51167, 1.89671], [-2.65528, -0.48668, -0.69902], [0.93011, -0.83505, 2.98162], [0.98536, -1.22164, -0.95541], [0.61339, 2.13046, -0.73669], [0.25749, -0.29232, 0.13580], [0.87789, -0.89201, -1.89178], [-0.19350, 2.51096, -0.54181]], "nbo_charge": [-0.222, -0.228, -0.216, -0.170, -1.077, -0.959, 1.889, 0.548, 0.435], "e_homo_ev": [-10.60, -10.60], "spin_multiplicity": 1, "lumo_energy_ha": [-0.0672, -0.0672], "charge": 0}

---

{"formula": "C2H2N2O3", "method": "ωB97M-V/def2-TZVPD", "elements": ["N", "C", "C", "O", "H", "O", "N", "O", "H"], "coordinates": [[0.75529, -1.48539, 0.25665], [1.32331, -0.52880, -0.04493], [1.96968, 0.79375, -0.04716], [2.85925, 1.01525, 0.72889], [1.48851, 1.54574, -0.67727], [-1.10579, 0.79180, 0.14608], [-1.54450, -0.24932, -0.19240], [-2.85686, -0.47291, -0.08268], [-2.88890, -1.41012, -0.08719]], "nbo_charge": [-0.250, 0.160, 0.345, -0.430, 0.163, -0.311, 0.341, -0.508, 0.489], "e_homo_ev": -10.49, "spin_multiplicity": 1, "smiles": "N#CC=O.O=NO", "lumo_energy_ha": -0.0196, "charge": 0}

---

{"formula": "C2H2N2O3", "method": "ωB97M-V/def2-TZVPD", "elements": ["O", "C", "N", "C", "O", "O", "N", "H", "H"], "coordinates": [[1.45737, 1.21966, -1.49525], [0.73396, 0.63409, -0.78349], [0.23410, 0.76536, 0.61710], [-0.62015, -0.18658, 0.84575], [-1.48594, -0.25939, 1.92966], [-0.32289, -1.25999, -0.04661], [0.14263, -0.67263, -1.23576], [-1.20662, 0.54585, 2.51791], [0.69827, -1.48232, -1.66330]], "nbo_charge": [-0.525, 0.765, -0.615, 0.819, -0.638, -0.358, -0.376, 0.526, 0.403], "e_homo_ev": -9.92, "spin_multiplicity": 1, "smiles": "O=c1nc(O)o[nH]1", "lumo_energy_ha": 0.0089, "charge": 0}

---

{"formula": "C2H2N2O4", "method": "ωB97M-V/def2-TZVPD", "elements": ["C", "C", "N", "N", "O", "O", "O", "O", "H", "H"], "coordinates": [[-1.04048, 0.35417, -1.23379], [2.44948, -0.59171, -0.18280], [2.25937, 2.49823, 0.40596], [1.23467, 2.41887, 0.02019], [2.03263, -0.41542, -1.23641], [2.95838, -0.78976, 0.82070], [0.25586, -0.08988, 0.87145], [-1.07595, -0.12194, -0.18078], [-0.31156, 0.87714, -1.83048], [-0.07934, -0.53625, 1.65286]], "nbo_charge": [0.359, 1.058, 0.004, -0.005, -0.556, -0.509, -0.741, -0.244, 0.186, 0.449], "e_homo_ev": [-8.94, -9.69], "spin_multiplicity": 1, "lumo_energy_ha": [0.0080, -0.0016], "charge": 0}

---

{"formula": "C2H2N2OS", "method": "ωB97M-V/def2-TZVPD", "elements": ["S", "C", "N", "C", "N", "O", "H", "H"], "coordinates": [[-1.83276, -0.54947, -0.04175], [-0.16712, -0.08312, 0.10524], [0.63057, -0.17855, 1.08052], [1.79394, 0.33934, 0.54954], [1.67080, 0.70889, -0.70287], [0.33250, 0.45755, -1.02952], [-1.92759, -0.65308, 1.31088], [2.72126, 0.53447, 1.02102]], "nbo_charge": [0.077, 0.359, -0.515, 0.138, -0.137, -0.301, 0.161, 0.217], "e_homo_ev": -9.83, "spin_multiplicity": 1, "smiles": "Sc1ncno1", "lumo_energy_ha": 0.0230, "charge": 0}

---

{"formula": "C2H2N2OS", "method": "ωB97M-V/def2-TZVPD", "elements": ["C", "C", "N", "N", "O", "S", "H", "H"], "coordinates": [[-0.58226, 0.91493, -0.09685], [0.55386, -1.21296, 0.03044], [0.46616, 1.61347, -0.05211], [-0.51455, -0.55108, -0.08547], [0.93278, -2.31171, -0.04332], [1.94955, 0.94955, -0.06962], [-1.45378, 1.46421, -0.02797], [-1.35177, -0.86640, 0.34490]], "nbo_charge": [0.161, 0.772, -0.545, -0.651, -0.478, 0.112, 0.203, 0.426], "e_homo_ev": [-8.62, -8.62], "spin_multiplicity": 1, "lumo_energy_ha": [-0.0161, -0.0161], "charge": 0}

---

{"formula": "C2H2N2OS", "method": "ωB97M-V/def2-TZVPD", "elements": ["C", "C", "H", "H", "N", "N", "O", "S"], "coordinates": [[-0.04953, 0.05581, -0.60767], [-0.07364, -0.24101, 1.41584], [1.50069, 0.25473, -2.24943], [0.27148, -0.40011, 2.46829], [0.80736, -0.19329, 0.30136], [-1.33300, -0.05104, 1.17420], [-1.30851, 0.19438, -0.21881], [0.18515, 0.38052, -2.28378]], "nbo_charge": [0.355, 0.143, 0.151, 0.220, -0.511, -0.135, -0.314, 0.091], "e_homo_ev": -9.91, "spin_multiplicity": 1, "lumo_energy_ha": 0.0226, "charge": 0}

---

{"formula": "C2H2N2OS2", "method": "ωB97M-V/def2-TZVPD", "elements": ["S", "C", "O", "N", "N", "C", "S", "H", "H"], "coordinates": [[-0.74036, 1.98600, -0.00319], [-0.61976, 0.34174, 0.03158], [-1.70335, -0.45927, -0.00793], [-1.26026, -1.78249, -0.12394], [0.08110, -1.82094, 0.00208], [0.49878, -0.57120, 0.07294], [2.15038, -0.02160, -0.01274], [-1.72037, -2.39184, 0.53461], [1.76693, 1.23638, 0.00949]], "nbo_charge": [-0.083, 0.126, -0.291, -0.115, -0.193, -0.080, 0.091, 0.385, 0.160], "e_homo_ev": -8.96, "spin_multiplicity": 1, "smiles": "S=c1o[nH]nc1S", "lumo_energy_ha": -0.0255, "charge": 0}

---

{"formula": "C2H2N2PS", "method": "ωB97M-V/def2-TZVPD", "elements": ["C", "C", "N", "N", "P", "S", "H", "H"], "coordinates": [[0.65594, -0.64826, 0.08088], [0.65426, 0.78204, -0.05653], [1.80816, -1.21467, 0.31532], [1.77976, 1.36879, 0.19694], [2.90370, 0.01108, 0.65162], [4.49521, 0.05590, -0.50896], [-0.36054, -1.27062, 0.08753], [-0.33808, 1.21197, -0.31921]], "nbo_charge": [-0.036, -0.065, -0.744, -0.662, 0.969, -0.764, 0.148, 0.154], "e_homo_ev": -3.03, "spin_multiplicity": 1, "lumo_energy_ha": 0.1460, "charge": -1}

---

{"formula": "C2H2N2S", "method": "ωB97M-V/def2-TZVPD", "elements": ["N", "N", "S", "C", "C", "H", "H"], "coordinates": [[0.49947, -1.10255, 0.85719], [-1.42052, 0.38001, 0.18242], [-1.16023, -0.94552, 1.21040], [0.80554, -0.27810, -0.11075], [-0.31186, 0.62386, -0.45310], [1.78230, -0.18268, -0.57494], [-0.19471, 1.50498, -1.11123]], "nbo_charge": [-0.548, -0.551, 0.738, -0.033, -0.032, 0.214, 0.212], "e_homo_ev": -9.93, "spin_multiplicity": 1, "lumo_energy_ha": 0.0097, "charge": 0}

---

Computed electronic energy (eV) in order:
-20012.790; -20010.844; -17057.273; -11224.511; -11226.333; -13272.999; -17967.799; -17966.998; -17967.803; -28801.968; -25212.069; -15921.146
Computed max |F| (eV Å⁻¹) in order:
3.24; 4.71; 5.61; 3.18; 4.73; 2.50; 2.53; 5.11; 2.28; 1.79; 2.63; 2.83
Computed M (g mol⁻¹) in order:
118.12; 118.12; 114.14; 102.05; 102.05; 118.05; 102.12; 102.12; 102.12; 134.19; 117.09; 86.12